[1]
Density functional theory data (ωB97M-V/def2-TZVPD) for a 17-piece molecular cluster, C4H32BO24 overall.

Last column: natural (NBO) charge in e.
Positions of all 61 atoms, in Å:
O (1.34, 0.31, -3.36)  -0.972
H (1.77, 0.56, 4.71)  0.499
O (-2.16, 0.26, 0.60)  -0.604
O (2.43, 2.52, -0.74)  -1.012
H (-1.67, 0.29, 3.73)  0.465
H (0.04, 2.68, -2.60)  0.474
O (-0.55, 0.19, -1.04)  -0.606
O (-0.85, -3.80, 0.52)  -1.003
O (0.60, 2.99, 5.26)  -0.959
H (1.40, -0.13, -2.48)  0.488
O (-1.08, -0.43, 3.83)  -0.974
H (3.05, -0.29, -0.88)  0.500
H (2.22, -0.50, 3.74)  0.494
O (-0.22, 4.19, -0.01)  -0.632
H (-0.41, -4.54, 0.88)  0.468
H (-3.15, -3.36, -0.99)  0.481
H (-0.20, 0.01, 3.94)  0.505
O (3.17, 1.43, 1.73)  -0.989
H (1.50, -1.40, 0.54)  0.486
H (2.28, 5.99, -0.47)  0.467
H (-2.17, -4.34, -0.77)  0.491
H (0.52, 2.64, 4.39)  0.484
H (0.71, -3.38, -2.80)  0.458
O (1.21, -1.70, 1.38)  -0.960
H (1.01, 3.83, 4.97)  0.469
O (-1.95, -3.41, -3.92)  -0.965
H (-2.38, -1.74, -4.62)  0.491
O (0.09, 1.09, 1.24)  -0.612
H (-1.34, -3.38, 1.29)  0.510
O (0.86, -4.04, -2.11)  -0.948
H (2.37, 1.02, 2.14)  0.481
O (1.64, 0.24, 3.80)  -0.964
H (-2.43, -3.63, -3.16)  0.502
H (0.05, 3.98, -1.99)  0.481
H (1.06, -0.95, 1.88)  0.457
H (-2.74, -1.35, -5.95)  0.453
O (0.57, 2.73, 2.52)  -0.588
O (-3.19, -1.53, -0.12)  -0.608
C (0.20, 2.30, 1.45)  0.692
H (1.77, 2.85, -1.35)  0.500
O (0.58, 3.45, -2.55)  -0.929
O (2.25, -0.79, -0.96)  -0.960
H (3.01, 1.58, 0.80)  0.485
H (2.79, 3.28, -0.34)  0.494
O (2.27, 5.26, 0.10)  -0.997
B (-0.95, 0.98, 0.17)  1.175
H (-1.94, -1.75, 2.93)  0.496
H (1.36, 4.86, 0.18)  0.503
H (0.38, -3.60, -1.41)  0.491
H (-1.20, -2.99, -3.55)  0.473
H (2.43, -1.54, -1.59)  0.498
H (0.41, 0.34, -3.56)  0.465
C (-2.30, -0.67, -0.19)  0.676
O (-2.59, -0.96, -5.12)  -0.968
O (-2.88, -4.17, -1.34)  -0.977
H (-2.63, -2.00, 1.68)  0.479
C (-0.50, 3.08, 0.48)  0.700
C (-1.31, -0.74, -1.17)  0.676
O (-1.12, -1.71, -1.93)  -0.613
O (-1.26, 2.37, -0.23)  -0.603
O (-2.17, -2.48, 2.40)  -0.964

Results
Energy above the lowest of the compared OMol25 structures with the same formula, charge and spin: 263.24 kJ/mol
Lowest unoccupied orbital energy: 1.58 eV
E_tot: -2002.5467 Ha
Spin multiplicity: 1
Net charge: -1
Gap between HOMO and LUMO: 9.77 eV

[2]
Density functional theory data (ωB97M-V/def2-TZVPD) for a 2-piece molecular cluster, C26H52BrN4O6S overall.

Last column: Löwdin charge in e.
Positions of all 90 atoms, in Å:
H (-0.19, 0.16, -4.06)  0.077
H (-2.01, -0.19, -5.68)  0.080
H (-1.56, -1.82, -5.21)  0.085
H (-0.15, -4.58, 0.48)  0.088
H (-0.81, -1.91, -2.60)  0.113
C (2.32, -1.27, -2.51)  -0.048
C (3.16, 5.42, 3.19)  -0.213
H (-4.56, 3.11, -0.33)  0.131
H (2.30, 5.59, 3.84)  0.106
S (3.29, 3.65, 2.88)  0.665
H (-0.86, -3.06, 1.73)  0.157
H (2.94, -1.00, 2.83)  0.073
H (5.78, 5.08, 2.26)  0.122
H (2.37, -5.56, -1.59)  0.085
C (-2.31, -1.33, -1.14)  -0.126
C (0.63, -4.27, -1.51)  -0.684
C (-0.54, 1.58, 0.48)  -0.171
C (2.29, -0.13, 2.82)  -0.027
H (2.62, -3.95, -2.34)  0.064
H (-1.06, 1.11, 1.31)  0.130
C (2.40, -1.31, -0.98)  -0.149
C (-5.32, 0.46, 0.01)  -0.279
C (-6.62, 1.22, -0.20)  -0.074
H (-3.29, -1.32, -5.29)  0.080
C (-0.13, -2.27, 1.58)  -0.151
H (4.42, 5.76, 4.91)  0.121
O (-4.27, 1.25, 0.53)  -0.147
C (1.91, -4.77, -2.19)  -0.132
H (3.34, -1.33, -2.91)  0.092
N (0.18, 0.44, 3.88)  0.165
C (1.02, -2.77, 0.62)  -0.351
H (-5.48, -0.34, 0.74)  0.124
N (-0.84, -1.26, 0.77)  0.046
O (3.24, 3.40, 1.46)  -0.339
H (-0.80, -1.67, 3.47)  0.123
H (-6.60, 1.86, -1.09)  0.074
C (-2.68, -2.98, -2.96)  -0.095
H (-6.90, 1.81, 0.68)  0.086
H (-2.29, -0.25, -0.92)  0.113
H (-2.45, 2.79, 1.20)  0.137
H (1.67, -5.21, -3.16)  0.068
H (2.23, -3.52, 1.95)  0.122
O (2.26, -2.80, 1.31)  0.012
H (0.72, 1.29, 4.04)  0.039
H (0.31, -3.32, -1.94)  0.044
C (4.98, 3.47, 3.45)  -0.226
H (-7.42, 0.49, -0.37)  0.081
C (0.25, -0.69, 0.03)  -0.242
Br (-0.79, -5.58, -1.90)  0.780
H (-3.13, -0.08, -3.27)  0.134
C (-3.85, 2.27, -0.35)  -0.199
H (-3.79, 1.91, -1.38)  0.131
C (-1.89, -1.71, -2.57)  -0.310
C (-2.17, -0.54, -3.55)  -0.379
H (1.77, -2.13, -2.89)  0.058
C (-2.50, 2.81, 0.11)  -0.147
H (-1.38, 1.47, -3.89)  0.090
C (4.49, 5.83, 3.82)  -0.205
H (1.58, -4.81, 0.34)  0.123
C (-1.05, 0.51, -3.48)  -0.069
O (2.39, 2.93, 3.76)  -0.344
H (-2.87, -3.60, -2.07)  0.047
H (-5.02, -0.01, -0.94)  0.102
H (-2.14, -3.59, -3.69)  0.058
N (1.11, -1.64, -0.35)  0.093
O (-1.57, -2.07, -0.16)  -0.070
H (2.99, 5.90, 2.23)  0.107
H (-3.35, -1.65, -1.01)  0.126
H (2.69, 0.60, 3.54)  0.063
H (2.75, -0.34, -0.61)  0.122
H (5.47, 2.71, 2.85)  0.109
C (0.75, -4.17, 0.03)  -0.134
H (3.14, -2.04, -0.65)  0.128
H (2.36, 0.35, 1.85)  0.062
C (0.18, -1.76, 3.01)  -0.060
H (0.73, -2.53, 3.57)  0.128
H (4.93, 3.16, 4.49)  0.112
H (1.83, -0.36, -2.87)  0.065
H (4.73, 6.87, 3.58)  0.119
H (0.13, 2.36, 0.87)  0.149
N (0.36, 0.60, -0.14)  0.211
C (5.57, 4.87, 3.31)  -0.213
O (-1.40, 2.11, -0.48)  -0.114
H (-3.66, -2.71, -3.36)  0.089
C (-2.28, -1.02, -5.01)  -0.068
C (0.87, -0.42, 3.25)  -0.398
H (1.14, 0.96, -0.66)  0.163
H (-0.71, 0.70, -2.45)  0.040
H (-2.43, 3.86, -0.19)  0.133
H (6.50, 4.96, 3.86)  0.120

Results
Lowest unoccupied orbital energy: -2.60 eV
E_tot: -4664.2334 Ha
Spin multiplicity: 1
Net charge: +1
Gap between HOMO and LUMO: 9.48 eV

[3]
Density functional theory data (ωB97M-V/def2-TZVPD) for C12H21N5O3Pd as an isolated structure.

Last column: natural (NBO) charge in e.
Positions of all 42 atoms, in Å:
H (-1.91, -1.73, -1.41)  0.235
C (-3.19, 1.98, -2.39)  -0.661
H (-0.18, -3.03, 4.20)  0.231
C (-0.08, -1.85, 2.44)  0.155
H (-3.67, 2.91, -2.07)  0.209
C (0.22, -2.07, 3.88)  -0.643
H (4.24, -0.20, 0.17)  0.208
Pd (0.86, 1.14, -1.13)  0.797
O (-0.94, 0.80, -3.46)  -0.495
C (-1.89, 1.77, -1.69)  -0.028
N (-0.23, -0.67, 0.53)  -0.318
C (2.96, -0.73, -1.46)  0.704
C (3.18, -0.15, -0.10)  -0.531
H (2.65, -0.80, 0.61)  0.237
H (-1.28, -3.36, -1.15)  0.213
N (-0.37, 2.36, -0.02)  -0.222
O (-0.16, 2.52, 1.37)  -0.596
C (-0.60, -1.91, 0.28)  0.154
H (-0.20, -1.29, 4.51)  0.222
C (-2.74, 2.39, 0.64)  -0.679
C (-1.03, -2.30, -1.10)  -0.645
H (-3.00, 2.03, -3.46)  0.253
C (-0.53, -2.70, 1.45)  -0.355
H (0.65, 3.04, 1.38)  0.480
H (3.23, 1.94, -0.64)  0.192
H (0.34, 0.23, 2.24)  0.419
C (2.59, 1.26, -0.07)  -0.660
H (-0.24, -2.09, -1.83)  0.238
N (3.67, -1.80, -1.84)  -0.793
H (1.30, -2.09, 4.06)  0.223
H (4.30, -2.26, -1.20)  0.401
H (2.53, 1.62, 0.96)  0.173
H (-3.03, 3.44, 0.68)  0.237
H (-3.89, 1.16, -2.21)  0.213
O (2.13, -0.23, -2.23)  -0.622
C (-1.62, 2.19, -0.34)  0.299
H (3.48, -2.22, -2.73)  0.411
H (-3.60, 1.80, 0.33)  0.231
H (-0.77, -3.74, 1.57)  0.223
N (0.09, -0.65, 1.84)  -0.345
N (-0.85, 1.17, -2.26)  -0.009
H (-2.42, 2.09, 1.64)  0.244

Results
Energy above the lowest of the compared OMol25 structures with the same formula, charge and spin: 0.00 kJ/mol
Lowest unoccupied orbital energy (alpha / beta): 0.52 / 0.52 eV
E_tot: -1097.1351 Ha
Spin multiplicity: 1
Net charge: 0
Gap between HOMO and LUMO (alpha / beta): 7.69 / 7.69 eV

[4]
Density functional theory data (ωB97M-V/def2-TZVPD) for a 2-piece molecular cluster, C2H8N2O2 overall.

Last column: natural (NBO) charge in e.
Positions of all 14 atoms, in Å:
H (-2.46, 0.00, 1.29)  0.115
H (2.02, 1.27, 2.08)  0.463
H (1.35, 0.21, 1.11)  0.492
H (1.05, -1.57, -0.56)  0.386
C (-2.03, -0.35, 0.31)  0.537
O (1.54, 0.41, 2.06)  -0.979
H (0.06, 1.11, -1.66)  0.193
C (-0.08, 0.20, -1.11)  -0.072
N (1.19, -0.50, -0.75)  -0.885
H (-0.56, -0.49, -1.77)  0.211
O (-2.35, -1.34, -0.33)  -0.603
N (-0.92, 0.43, 0.06)  -0.625
H (-0.70, 1.04, 0.74)  0.392
H (1.89, -0.41, -1.48)  0.374

Results
SMILES: NCNC=O.O
Energy above the lowest of the compared OMol25 structures with the same formula, charge and spin: 117.42 kJ/mol
Lowest unoccupied orbital energy: 0.72 eV
E_tot: -340.9857 Ha
Spin multiplicity: 1
Net charge: 0
Gap between HOMO and LUMO: 10.72 eV

[5]
Density functional theory data (ωB97M-V/def2-TZVPD) for one molecule with the formula C2H5N3O.

Last column: natural (NBO) charge in e.
Positions of all 11 atoms, in Å:
C (-0.56, 1.47, 0.06)  0.293
H (1.34, -0.17, -0.65)  0.386
H (-0.50, -2.93, 0.38)  0.204
O (-0.69, 0.29, 0.79)  -0.430
H (-0.93, -1.75, 1.75)  0.186
N (-0.41, -0.88, -0.09)  -0.148
H (2.04, 1.15, -1.56)  0.368
H (-1.44, 2.07, 0.25)  0.176
N (1.45, 0.87, -0.83)  -0.687
N (0.37, 1.77, -0.72)  -0.258
C (-0.67, -1.88, 0.62)  -0.091

Results
SMILES: C=NO/C=N\N
Energy above the lowest of the compared OMol25 structures with the same formula, charge and spin: 454.05 kJ/mol
Lowest unoccupied orbital energy: 0.96 eV
E_tot: -318.5775 Ha
Spin multiplicity: 1
Net charge: 0
Gap between HOMO and LUMO: 9.62 eV

[6]
Density functional theory data (ωB97M-V/def2-TZVPD) for one molecule with the formula CH5N4P.

Last column: natural (NBO) charge in e.
Positions of all 11 atoms, in Å:
N (-0.66, 1.19, 0.22)  -0.205
H (-2.40, -1.14, 0.15)  0.383
N (-1.67, -0.58, -0.20)  -0.327
N (-1.71, 0.74, -0.13)  0.049
P (2.11, 0.34, -0.16)  0.245
C (0.35, 0.08, 0.63)  -0.212
H (1.80, 0.27, -1.51)  -0.026
H (1.96, 1.76, -0.30)  0.016
H (0.50, 0.04, 1.70)  0.206
N (-0.41, -1.20, 0.19)  -0.480
H (0.14, -1.48, -0.59)  0.349

Results
SMILES: P[C@H]1N=NNN1
Energy above the lowest of the compared OMol25 structures with the same formula, charge and spin: 157.51 kJ/mol
Lowest unoccupied orbital energy: 1.05 eV
E_tot: -601.3464 Ha
Spin multiplicity: 1
Net charge: 0
Gap between HOMO and LUMO: 10.13 eV